A) Density functional theory data (ωB97M-V/def2-TZVPD) for a cluster of 2 separate species, C5H12N2 in total.

Calculated values
E_HOMO, eV: -9.01
Gap between HOMO and LUMO, eV: 10.0
SMILES: [H]/N=C\NC.C=CC
LUMO energy, eV: 0.981

```
19
C5H12N2 | the OMol25 dataset | ωB97M-V/def2-TZVPD
C -1.6289 -0.3824 1.7710
C -0.9043 -1.0273 0.6377
C 0.6331 1.3947 0.0554
C -1.5004 -1.5141 -0.4399
N 0.7167 1.9748 1.1758
H 1.6115 1.8491 1.6468
H -0.2532 1.5564 -0.5487
H -2.6883 -0.2586 1.5477
H -1.5299 -0.9673 2.6866
H -1.1961 0.5966 1.9865
H -0.9617 -2.0624 -1.1995
H -2.5477 -1.3426 -0.6488
C 1.5176 0.1509 -1.9131
N 1.5292 0.4804 -0.5039
H 2.4303 0.4190 -0.0472
H 0.2767 -1.0273 0.6669
H 0.7218 0.6988 -2.4152
H 1.3110 -0.9145 -2.0470
H 2.4623 0.3756 -2.4110
```

B) Density functional theory data (ωB97M-V/def2-TZVPD) for the molecule C5H12N2.

Calculated values
E_HOMO, eV: -9.31
Gap between HOMO and LUMO, eV: 10.3
SMILES: CC(C)/C=N\CN
LUMO energy, eV: 1.032

```
19
C5H12N2 | the OMol25 dataset | ωB97M-V/def2-TZVPD
C -0.2152 0.1473 1.0263
C 2.0143 0.7824 0.6679
C 1.1295 -1.0105 -0.7776
C -2.0076 -0.3752 -0.3782
C 0.7777 0.3411 -0.0617
N -3.4753 -0.5816 -0.4761
N -1.4159 -0.2634 0.9314
H 0.2701 0.2409 2.0258
H 2.6684 0.9624 -0.1443
H 2.4113 0.0101 1.2805
H 1.7036 1.6501 1.2237
H 1.3909 -1.6962 -0.0225
H 2.1019 -0.7942 -1.2804
H 0.2505 -1.1499 -1.3909
H -1.7167 0.3842 -1.0512
H -1.6612 -1.2119 -0.7338
H -4.0663 0.2819 -0.3370
H 0.4362 1.1160 -0.7751
H -3.8773 -1.2256 0.1209
```

Which structure loses on stability? B) does.

A) Density functional theory data (ωB97M-V/def2-TZVPD) for the molecule C5H12N2.

Calculated values
E_HOMO, eV: -7.50
Gap between HOMO and LUMO, eV: 8.2
SMILES: C=C(N)C[C@@H](C)N
LUMO energy, eV: 0.677

```
19
C5H12N2 | the OMol25 dataset | ωB97M-V/def2-TZVPD
C 0.3352 0.9585 1.6511
C 1.0842 0.2368 0.6240
C 0.5356 0.4094 -0.8093
C -0.8120 -0.2004 -0.9879
C -1.2041 -1.4038 -0.4065
N -1.6691 0.6821 -1.7942
N 1.2408 -1.1818 1.0499
H 0.7903 0.9047 2.6673
H 0.2594 1.9921 1.3197
H -0.5604 0.3460 1.8027
H 2.0726 0.7874 0.6335
H 0.5365 1.4368 -0.9388
H 1.1354 -0.1244 -1.5229
H -1.8686 -1.4296 0.5142
H -0.4685 -2.1625 -0.4864
H -2.1750 0.3468 -2.6362
H -1.3908 1.6255 -1.9993
H 0.2891 -1.6253 1.0314
H 1.8693 -1.5982 0.2878
```

B) Density functional theory data (ωB97M-V/def2-TZVPD) for the molecule C5H12N2.

Calculated values
E_HOMO (alpha / beta), eV: -7.32 / -7.32
Gap between HOMO and LUMO (alpha / beta), eV: 8.2 / 8.2
LUMO energy (alpha / beta), eV: 0.837 / 0.837

```
19
C5H12N2 | the OMol25 dataset | ωB97M-V/def2-TZVPD
C -0.4891 0.8033 -0.3576
C 1.3326 -0.8880 -1.1481
C 1.8987 1.1262 0.3311
C -1.6201 -0.9565 0.7084
C 0.7913 0.0458 -0.0148
N -2.9654 0.8629 -0.0772
N -1.7442 0.3369 -0.0045
H -0.3784 1.7351 -0.8484
H 1.2998 -0.4274 -2.1467
H 0.8280 -1.7394 -1.0945
H 2.3967 -0.9716 -0.9938
H 1.3731 2.0179 0.8766
H 2.4915 1.5447 -0.4218
H 2.5377 0.6498 1.0785
H -1.1852 -0.6934 1.6888
H -2.5262 -1.4027 0.9577
H -1.1678 -1.7186 0.1319
H 0.7637 -0.5852 0.9586
H -3.6365 0.2600 0.3759
```

C) Density functional theory data (ωB97M-V/def2-TZVPD) for the molecule C5H12N2.

Calculated values
E_HOMO, eV: -8.96
Gap between HOMO and LUMO, eV: 10.0
SMILES: C[C@@H]1NNC[C@@H]1C
LUMO energy, eV: 1.072

```
19
C5H12N2 | the OMol25 dataset | ωB97M-V/def2-TZVPD
C 0.0618 -0.0820 1.1202
C -0.3375 0.7678 -0.3537
C -1.1354 -0.3222 -1.0446
C 1.4280 -0.7408 1.0280
C 0.8324 1.3447 -1.1181
N -1.0237 -0.9744 1.2939
N -1.9479 -0.9994 -0.0929
H -0.6950 -1.9395 1.2718
H -2.6997 -0.3780 0.2105
H 0.0443 0.7125 1.8745
H -1.0048 1.5642 -0.0127
H -1.7367 0.3092 -1.7318
H -0.4796 -1.0283 -1.5627
H 2.2124 -0.0106 0.8359
H 1.4395 -1.4894 0.2360
H 1.6566 -1.2385 1.9699
H 0.4828 1.9990 -1.9183
H 1.4495 0.5605 -1.5515
H 1.4529 1.9451 -0.4542
```

Which structure loses on stability? B) does.

A) Density functional theory data (ωB97M-V/def2-TZVPD) for the molecule C5H12N2.

Calculated values
E_HOMO, eV: -7.95
Gap between HOMO and LUMO, eV: 9.0
SMILES: CC[C@@]1(C)CNN1
LUMO energy, eV: 1.067

```
19
C5H12N2 | the OMol25 dataset | ωB97M-V/def2-TZVPD
C 1.2372 -0.2887 1.0462
C 0.4992 0.2714 -0.2530
C 0.1250 1.7363 -0.0437
C -1.7159 -1.0152 0.1063
C -0.6110 -0.4965 -0.8531
N 2.2538 -0.7730 0.1182
N 1.8365 0.1001 -0.9355
H 1.3639 0.4921 1.8148
H 0.6255 -1.0762 1.4454
H -0.2289 2.2524 -0.8324
H 0.8265 2.4331 0.3778
H -0.6291 1.8286 0.6969
H -2.5663 -1.2849 -0.4512
H -1.9621 -0.2458 0.7920
H -1.3438 -1.9751 0.5848
H -1.1503 -0.0104 -1.6724
H -0.2366 -1.4965 -1.1778
H 3.1534 -0.4261 0.4028
H 1.8702 -0.3358 -1.8527
```

B) Density functional theory data (ωB97M-V/def2-TZVPD) for the molecule C5H12N2.

Calculated values
E_HOMO, eV: -8.87
Gap between HOMO and LUMO, eV: 10.0
SMILES: CC(C)N1CN1C
LUMO energy, eV: 1.130

```
19
C5H12N2 | the OMol25 dataset | ωB97M-V/def2-TZVPD
C 1.1692 1.3309 -0.1464
C -1.9331 1.0340 0.2134
C -1.3812 -1.4985 -0.0834
C 2.5704 -0.6686 0.2477
C -0.9272 -0.0348 -0.3153
N 1.4615 -0.0779 -0.4273
N 0.3143 0.1384 0.3893
H 1.8125 1.7643 0.5440
H 0.7012 2.0023 -0.8412
H -2.3866 0.6167 1.1568
H -1.5038 2.0708 0.1602
H -2.8818 1.1755 -0.3168
H -2.4780 -1.6373 -0.6684
H -1.7523 -1.8593 0.8734
H -0.8281 -2.2223 -0.6780
H 2.8000 0.0515 1.0915
H 2.4103 -1.7412 0.5549
H 3.4504 -0.6272 -0.4567
H -0.6177 0.1826 -1.2978
```

Which structure loses on stability? B) does.

A) Density functional theory data (ωB97M-V/def2-TZVPD) for the molecule C5H12N2.

Calculated values
E_HOMO, eV: -8.68
Gap between HOMO and LUMO, eV: 9.9
SMILES: NC[C@@H]1CCCN1
LUMO energy, eV: 1.170

```
19
C5H12N2 | the OMol25 dataset | ωB97M-V/def2-TZVPD
N 0.5224 1.1532 -0.8122
C 1.1106 1.7171 0.4233
C 0.0847 1.1932 1.4547
C 0.1864 -0.2983 1.1148
C 0.2377 -0.2390 -0.4902
C -1.0622 -0.9400 -1.0446
N -0.9845 -2.3205 -0.5998
H 1.1974 1.2057 -1.5625
H 2.0728 1.2281 0.5441
H 1.1854 2.8105 0.4242
H -0.8374 1.4952 0.9664
H 0.3084 1.6102 2.4267
H 1.1625 -0.6774 1.4137
H -0.6512 -0.8544 1.5629
H 1.1826 -0.8068 -0.6764
H -1.9512 -0.3416 -0.7448
H -1.0336 -0.8714 -2.1320
H -1.4727 -2.9572 -1.2133
H -1.3673 -2.3893 0.3323
```

B) Density functional theory data (ωB97M-V/def2-TZVPD) for the molecule C5H12N2.

Calculated values
E_HOMO, eV: -7.67
Gap between HOMO and LUMO, eV: 8.8
SMILES: CN/C=C/CCN
LUMO energy, eV: 1.121

```
19
C5H12N2 | the OMol25 dataset | ωB97M-V/def2-TZVPD
C 2.6030 -0.4926 -0.6290
C 1.3204 0.2360 -0.8495
C 0.0952 -0.3431 -0.1644
C -1.0453 0.3349 0.0273
N -2.1970 -0.0930 0.6439
C -3.4682 0.5182 0.3577
N 3.2171 -0.2845 0.6744
H 2.3951 -1.5704 -0.7202
H 3.3157 -0.2645 -1.4262
H 1.3962 1.3055 -0.5834
H 0.9970 0.3300 -1.8882
H 0.1461 -1.2430 0.4538
H -1.0793 1.3990 -0.2132
H -2.2928 -1.0802 0.7788
H -3.3781 1.5940 0.5595
H -3.9493 0.3945 -0.6157
H -4.2145 0.2368 1.1064
H 3.5326 -1.1339 1.1331
H 2.6061 0.1565 1.3550
```

C) Density functional theory data (ωB97M-V/def2-TZVPD) for a cluster of 2 separate species, C5H12N2 in total.

Calculated values
E_HOMO (alpha / beta), eV: -8.70 / -7.52
Gap between HOMO and LUMO (alpha / beta), eV: 9.1 / 7.3
LUMO energy (alpha / beta), eV: 0.437 / -0.216

```
19
C5H12N2 | the OMol25 dataset | ωB97M-V/def2-TZVPD
C 0.4142 0.6844 -0.0124
C -1.1022 -0.9683 0.9721
C 1.4208 -1.1630 1.2302
C -0.4163 1.2370 -2.2510
C 0.2147 -0.2140 1.1262
N 1.4516 1.4278 -0.5547
N 0.5090 0.6174 -1.3565
H -1.3679 2.2918 0.2019
H -1.2746 -1.6037 1.8381
H -1.0880 -1.5858 0.0775
H -1.9216 -0.2557 0.8924
H 1.4989 -1.7767 0.3376
H 1.2959 -1.8084 2.0960
H 2.3396 -0.5930 1.3433
H -0.9954 2.0114 -1.7088
H 0.1270 1.6607 -3.0956
H -1.1021 0.4713 -2.6086
H 0.1794 0.4004 2.0325
H 1.2743 2.4340 -0.5679
```

Which structure loses on stability? C) does.

A) Density functional theory data (ωB97M-V/def2-TZVPD) for the molecule C5H12N2.

Calculated values
E_HOMO, eV: -7.42
Gap between HOMO and LUMO, eV: 8.5
SMILES: C=C(CCN)NC
LUMO energy, eV: 1.032

```
19
C5H12N2 | the OMol25 dataset | ωB97M-V/def2-TZVPD
C -1.7747 -0.6649 -0.6334
C -0.3197 -0.7031 -1.2041
C 0.7747 -0.3682 -0.1940
C 1.9905 -0.9495 -0.3161
C 1.3991 1.1351 1.6341
N 0.4158 0.4585 0.8214
N -2.1899 0.6519 -0.2176
H -1.7674 -1.3773 0.1934
H -2.3602 -1.1479 -1.4215
H -0.3284 0.0046 -2.0326
H -0.1271 -1.6786 -1.6462
H 2.3648 -1.4157 -1.2083
H 2.6504 -0.6851 0.4971
H 1.0101 1.8996 2.3088
H 1.9287 0.4235 2.2772
H 2.1124 1.6628 0.9964
H -0.5495 0.6779 1.0050
H -2.0509 1.4158 -0.8521
H -3.1786 0.6604 -0.0075
```

B) Density functional theory data (ωB97M-V/def2-TZVPD) for a cluster of 2 separate species, C5H12N2 in total.

Calculated values
E_HOMO, eV: -8.16
Gap between HOMO and LUMO, eV: 9.3
SMILES: C=CCN.C=CN
LUMO energy, eV: 1.138

```
19
C5H12N2 | the OMol25 dataset | ωB97M-V/def2-TZVPD
C 1.3954 -1.2430 -2.0932
C 1.4836 -0.1325 -1.3558
N 1.1875 1.1351 -1.7736
H 1.0889 -1.2184 -3.1313
H 1.7608 -2.1742 -1.6884
H 1.9745 -0.1771 -0.3903
H 0.8946 1.2969 -2.7204
H 1.1031 1.9030 -1.1335
N -1.5106 -0.1044 -0.3067
C -1.5389 -0.4539 1.1206
C -0.3766 1.0776 2.7010
C -0.3274 0.0897 1.8199
H -2.2518 -0.6110 -0.7795
H -0.6515 -0.3984 -0.7722
H -1.5592 -1.5420 1.2774
H -2.4510 -0.0444 1.5561
H 0.4902 1.3902 3.2683
H -1.3191 1.5821 2.8787
H 0.6077 -0.3753 1.5231
```

C) Density functional theory data (ωB97M-V/def2-TZVPD) for the molecule C5H12N2.

Calculated values
E_HOMO, eV: -8.32
Gap between HOMO and LUMO, eV: 9.4
SMILES: NC[C@@H]1CCCN1
LUMO energy, eV: 1.096

```
19
C5H12N2 | the OMol25 dataset | ωB97M-V/def2-TZVPD
N -1.3595 0.3491 0.5754
C -0.7709 1.4889 1.1830
C 0.4763 1.9028 0.3393
C 0.8476 0.5507 -0.3503
C -0.4413 -0.3153 -0.3281
C -0.1847 -1.8098 -0.0989
N 0.5918 -2.4362 -1.1678
H -2.3467 0.4280 0.4309
H -1.4383 2.3634 1.1420
H -0.3621 1.4561 2.1997
H 1.3554 2.1487 0.9550
H 0.3934 2.5518 -0.5250
H 1.1038 0.5076 -1.4034
H 1.6164 -0.0180 0.2546
H -0.9389 -0.2714 -1.3137
H 0.3308 -1.7363 0.8847
H -1.0232 -2.4775 0.1355
H 0.6595 -1.8670 -1.9956
H 1.4903 -2.8156 -0.9171
```

D) Density functional theory data (ωB97M-V/def2-TZVPD) for the molecule C5H12N2.

Calculated values
E_HOMO, eV: -8.50
Gap between HOMO and LUMO, eV: 9.6
SMILES: C[C@H](N)N1C[C@H]1C
LUMO energy, eV: 1.139

```
19
C5H12N2 | the OMol25 dataset | ωB97M-V/def2-TZVPD
C -0.9092 -0.8627 -0.5983
C 0.8938 0.5764 0.4794
C 1.3212 0.2414 -1.2024
C -2.0516 -0.5105 0.3470
C 1.0936 2.0104 0.8785
N 0.0625 0.2338 -0.5788
N -0.4097 -2.1897 -0.2859
H -1.2670 -0.8916 -1.6339
H 1.0720 -0.1632 1.2646
H -0.0922 -2.2455 0.6762
H 0.3607 -2.4396 -0.8957
H 1.4708 0.9659 -1.9945
H 2.0173 -0.5872 -1.1529
H -1.6912 -0.4657 1.3756
H -2.8319 -1.2645 0.2766
H -2.4669 0.4620 0.0920
H 2.1287 2.2077 1.1627
H 0.4639 2.2554 1.7393
H 0.8355 2.6671 0.0504
```

Which structure loses on stability? D) does.